Formula: C5H21NO6S
Source: OMol25
Level of theory: ωB97M-V/def2-TZVPD

Each line ends with the natural charge from an NBO analysis.
Geometry (Å):
C 2.55505 -0.51093 -2.13328  -0.645
C 1.26421 -0.65875 -1.32880  -0.056
C 1.52604 -1.53428 -0.07734  -0.424
C 0.80539 -2.87783 -0.13305  -0.561
S 1.07167 -3.89816 1.25468  -0.010
N 0.93314 0.72100 -0.81066  -0.631
C -0.39568 0.89971 -0.50164  0.543
O -0.90299 1.99207 -0.33729  -0.666
H 3.03178 -1.45411 -2.42423  0.224
H 2.35643 -0.20239 -3.19411  0.224
H 3.41433 -0.03992 -1.60390  0.231
H 0.50468 -1.00346 -2.05472  0.203
H 2.62211 -1.76283 -0.20393  0.209
H 1.42929 -0.95041 0.82268  0.232
H 1.23623 -3.46006 -1.02098  0.226
H -0.27407 -2.70198 -0.20740  0.230
H 0.16305 -3.35399 2.12139  0.130
H 1.46183 1.56258 -1.01209  0.426
H -0.94311 -0.06257 -0.32848  0.121
O 2.88711 2.80926 0.96271  -0.954
H 2.61638 1.97616 1.36201  0.477
H 2.20369 3.46693 1.12331  0.480
O -1.43745 1.01055 3.00702  -0.934
H -2.24758 1.15578 2.48674  0.471
H -1.76882 0.24360 3.49100  0.460
O -2.17226 -1.27343 1.47140  -0.949
H -2.54704 -0.54721 0.96525  0.475
H -2.90987 -1.71455 1.91125  0.477
O -3.17579 0.96822 -2.13109  -0.946
H -2.28078 0.64151 -2.20658  0.468
H -3.16880 1.89563 -1.86336  0.480
O -2.75086 3.05917 1.22640  -0.961
H -1.84509 2.87687 0.89395  0.498
H -3.26222 2.72782 0.47313  0.454

Properties
Total energy ... -1107.45414 a.u.
SMILES ... C[C@@H](CCS)NC=O.O.O.O.O.O
E_HOMO ... -9.1370 eV
LUMO energy ... 0.19 eV
ΔE to the lowest compared entry with this formula, charge and spin ... 248.0 kJ/mol

Formula: C5H22N2O6
Source: OMol25
Level of theory: ωB97M-V/def2-TZVPD

Each line ends with the natural charge from an NBO analysis.
Geometry (Å):
C 2.13687 -2.57734 -0.48572  -0.732
C 1.67143 -1.23873 0.02430  0.688
O 1.39304 -1.05718 1.21707  -0.690
N 1.71838 -0.20678 -0.83446  -0.587
C 1.76182 -0.27466 -2.27467  -0.211
C 0.37232 -0.33977 -2.93581  -0.411
C -0.33401 0.98856 -3.00730  -0.219
N -1.08879 1.24995 -1.80995  -0.903
H 3.06391 -2.44920 -1.01827  0.238
H 1.41218 -3.04798 -1.15751  0.236
H 2.21696 -3.27037 0.34908  0.247
H 1.44807 0.67245 -0.43906  0.412
H 2.30813 -1.18079 -2.52783  0.200
H 2.22431 0.59670 -2.72956  0.207
H 0.64150 -0.61765 -3.96934  0.199
H -0.25689 -1.15736 -2.59520  0.209
H 0.36122 1.83531 -3.03995  0.187
H -0.86206 1.12142 -3.96384  0.173
H -1.07851 2.15258 -1.36923  0.392
H -1.99943 0.92901 -1.50954  0.393
O -2.23096 -0.57167 1.94008  -0.972
H -1.99812 -1.32355 1.38006  0.499
H -2.92825 -0.87533 2.53169  0.476
O -0.05857 0.90251 2.44277  -1.000
H -0.67289 0.31468 2.85802  0.487
H 0.46157 0.30113 1.86815  0.503
O -0.46866 3.42316 1.89441  -0.995
H 0.43263 3.68989 1.70209  0.468
H -0.38550 2.60590 2.44426  0.513
O -0.77260 -3.20595 1.67001  -0.946
H -0.10481 -2.85764 1.06496  0.472
H -0.44128 -2.79647 2.48150  0.477
O -2.59332 2.35823 0.38151  -0.999
H -2.00752 2.98838 0.82928  0.506
H -2.72756 1.58589 0.94102  0.484

Properties
Total energy ... -764.67054 a.u.
SMILES ... CC(=O)NCCCN.O.O.O.O.O
E_HOMO ... -8.5753 eV
LUMO energy ... 0.48 eV
ΔE to the lowest compared entry with this formula, charge and spin ... 147.1 kJ/mol

Formula: C5H22NO5S
Source: OMol25
Level of theory: ωB97M-V/def2-TZVPD

Each line ends with the natural charge from an NBO analysis.
Geometry (Å):
C 0.73604 -2.57479 -0.61443  -0.422
C 0.79130 -1.92215 -2.01836  -0.529
S 1.02881 -0.12677 -2.24089  -0.723
C -0.65201 -2.37907 0.04446  -0.217
N -0.78137 -1.00006 0.58519  -0.703
C -2.06537 -0.37850 0.37874  -0.213
C -2.11468 1.00335 1.01866  -0.645
H 1.53842 -2.19887 0.02122  0.202
H 0.80220 -3.66908 -0.71582  0.191
H -0.15479 -2.15596 -2.59730  0.179
H 1.49952 -2.41911 -2.67661  0.192
H -0.76979 -2.98816 0.97354  0.175
H -1.27821 -2.70512 -0.84487  0.179
H -0.07514 -0.41338 0.11522  0.396
H -2.37968 -0.42833 -0.69274  0.184
H -2.88665 -1.03297 0.78304  0.171
H -1.73718 0.93628 2.05110  0.226
H -1.37340 1.72150 0.56355  0.186
H -3.04650 1.44213 0.66293  0.228
H 1.86445 3.29050 -0.53893  0.476
H 1.35756 3.74351 0.87722  0.482
O 1.17589 3.75983 -0.06598  -0.959
H -0.68947 1.45003 -2.48515  0.501
H -1.35788 2.46416 -1.56777  0.458
O -1.45625 2.06407 -2.43313  -0.987
H 0.25925 1.38480 1.37662  0.484
H 1.82484 1.32076 1.53439  0.498
O 0.98780 1.59143 1.96754  -0.983
H -0.27022 0.03721 3.24349  0.480
H -0.69230 -1.35053 2.58588  0.498
O -0.61292 -0.84099 3.41746  -0.992
H 3.31915 1.42450 -1.24125  0.471
H 3.49792 0.04922 -0.94651  0.489
O 3.71064 0.90054 -0.52049  -0.973

Properties
Total energy ... -1032.87528 a.u.
E_HOMO ... -3.8181 eV
LUMO energy ... 3.23 eV
Charge ... -1
ΔE to the lowest compared entry with this formula, charge and spin ... 73.9 kJ/mol

Formula: C5H23B2ClN3O2V
Source: OMol25
Level of theory: ωB97M-V/def2-TZVPD

Each line ends with the natural charge from an NBO analysis.
Geometry (Å):
V 2.44468 8.98014 3.65820  0.961
B 4.72901 8.18304 2.77030  -0.682
H 3.70377 7.77591 2.32967  0.011
H 5.20310 9.03500 2.03226  -0.071
H 4.51932 8.66127 3.83687  -0.042
H 5.53605 7.28342 2.79623  -0.016
B 1.05197 7.37827 2.42730  -0.723
H 1.35730 8.08744 1.47934  -0.034
H 2.04460 6.78876 2.74397  0.039
H 0.65052 8.08399 3.30435  -0.058
H 0.18088 6.62640 2.07005  -0.001
Cl 2.22567 7.96200 5.93047  -0.679
C 3.26485 12.84371 5.97150  -0.618
C 2.63073 11.52204 5.54263  -0.084
C 1.31585 11.72856 4.82201  -0.056
O 0.84396 10.53833 4.28394  -0.520
C -0.55356 10.38675 4.25855  -0.235
N 3.57241 10.73872 4.68817  -0.806
H 3.62500 13.40119 5.09413  0.194
H 4.11810 12.66778 6.62198  0.217
H 2.56622 13.56460 6.41051  0.203
H 2.62970 10.85734 6.41022  0.237
H 1.46459 12.49450 4.04363  0.164
H 0.70016 12.21427 5.59365  0.181
H -0.78546 9.35716 4.00509  0.236
H -1.00743 10.99417 3.45378  0.155
H -1.03868 10.71912 5.17900  0.171
H 4.41622 10.52622 5.21132  0.388
H 3.93015 11.31521 3.92516  0.366
C 2.79342 10.89294 0.82251  0.808
O 2.84869 10.32911 1.88936  -0.625
N 3.90490 11.40543 0.22463  -0.840
N 1.62449 10.96132 0.11407  -0.849
H 3.85412 11.88165 -0.65751  0.378
H 4.80679 11.27305 0.64596  0.425
H 1.51389 11.44104 -0.76012  0.380
H 0.85692 10.40963 0.45616  0.426

Properties
Total energy ... -1972.98832 a.u.
E_HOMO (spin up / spin down) ... -3.2962 / -5.0041 eV
LUMO energy (spin up / spin down) ... 2.46 / 2.45 eV
Charge ... -1
Multiplicity ... 4
ΔE to the lowest compared entry with this formula, charge and spin ... 0.0 kJ/mol

Formula: C5H23NO6
Source: OMol25
Level of theory: ωB97M-V/def2-TZVPD

Each line ends with the natural charge from an NBO analysis.
Geometry (Å):
C 0.69997 3.17832 0.50516  -0.372
C 1.14911 1.99286 0.89710  -0.204
C 0.56278 1.20827 2.09598  -0.446
C 0.25770 -0.24031 1.64921  -0.061
C 0.99689 -1.22705 2.49013  -0.638
N -1.23493 -0.50539 1.74789  -0.873
H 1.19258 3.56498 -0.39238  0.194
H -0.09043 3.82220 0.83522  0.213
H 2.00259 1.45253 0.51404  0.192
H 1.30959 1.29884 2.85953  0.213
H -0.33819 1.71103 2.44351  0.212
H 0.35297 -0.28757 0.56780  0.198
H 1.29165 -2.19176 2.04889  0.226
H 1.94120 -0.78459 2.85278  0.206
H 0.50835 -1.55160 3.41146  0.216
H -1.36833 -1.52121 1.76933  0.371
H -1.59214 -0.29922 2.68716  0.353
O -0.37253 -3.22436 0.06396  -0.981
H -0.87218 -3.94348 -0.32620  0.479
H 0.48421 -3.10899 -0.35502  0.503
O -1.27374 2.35020 -1.48784  -0.961
H -1.24105 1.44620 -1.15455  0.486
H -2.21131 2.49164 -1.67971  0.472
O -1.35015 -1.79404 -3.28750  -0.956
H -1.87675 -2.31570 -2.66331  0.477
H -1.66843 -0.89974 -3.18486  0.481
O -2.34408 -0.39402 -0.85824  -0.981
H -2.90533 0.11510 -0.26661  0.479
H -1.61978 -0.67816 -0.28300  0.501
O 1.52821 2.44581 -2.41072  -0.945
H 0.67520 1.99264 -2.51859  0.483
H 1.70901 2.37346 -1.46356  0.462
O 1.67915 -2.34094 -2.11779  -0.965
H 1.40184 -1.98588 -2.96529  0.495
H 2.61632 -2.15009 -2.02397  0.473

Properties
Total energy ... -710.44480 a.u.
SMILES ... C=CC[C@@H](C)N.O.O.O.O.O.O
E_HOMO ... -9.6989 eV
LUMO energy ... 0.42 eV
ΔE to the lowest compared entry with this formula, charge and spin ... 159.5 kJ/mol

Formula: C5H23NO8
Source: OMol25
Level of theory: ωB97M-V/def2-TZVPD

Each line ends with the natural charge from an NBO analysis.
Geometry (Å):
N -1.51522 1.51874 0.58180  -0.883
C -0.12364 1.13389 0.85016  -0.168
C 0.14854 1.06024 2.39674  0.453
O -0.52276 1.67491 3.18462  -0.559
C 0.90370 2.21285 0.50608  -0.415
C 1.04998 2.51147 -0.99178  -0.423
C 1.74238 1.44885 -1.81497  -0.060
O 3.13148 1.41940 -1.52303  -0.727
H -2.07329 1.56299 1.42810  0.397
H -1.58156 2.38725 0.09181  0.362
H -0.05716 0.15516 0.36974  0.211
H 1.04709 0.51281 2.70785  0.131
H 0.66410 3.16263 0.97620  0.227
H 1.87367 1.83318 0.84417  0.226
H 0.12013 2.82095 -1.46951  0.210
H 1.70589 3.38930 -1.03337  0.226
H 1.63207 1.54679 -2.91071  0.177
H 1.28979 0.46878 -1.63189  0.136
H 3.51380 0.58404 -1.76244  0.474
O -1.23210 -1.66948 -1.32487  -0.947
H -1.04444 -0.73686 -1.48560  0.484
H -1.99275 -1.64333 -0.75031  0.491
O -3.16551 0.59047 3.03006  -0.952
H -3.35662 1.15368 3.80852  0.478
H -2.20293 0.51964 3.17733  0.475
O 1.38922 -3.93400 -3.04013  -0.964
H 2.10282 -3.31337 -2.80474  0.492
H 0.97406 -4.18454 -2.20262  0.462
O -4.44930 -0.48049 -0.12448  -0.950
H -3.95991 0.37717 -0.18895  0.478
H -4.16842 -0.79390 0.74959  0.473
O 2.84940 -2.30529 -1.27151  -0.953
H 2.57753 -1.38870 -1.39244  0.446
H 2.16043 -2.45370 -0.57565  0.500
O 0.61031 -2.87775 0.24075  -1.000
H -0.02325 -2.71077 -0.50581  0.509
H 0.09268 -3.37943 0.87700  0.484

Properties
Total energy ... -860.94670 a.u.
SMILES ... N[C@H](C=O)CCCO.O.O.O.O.O.O
E_HOMO ... -10.1602 eV
LUMO energy ... 0.03 eV
ΔE to the lowest compared entry with this formula, charge and spin ... 239.5 kJ/mol